A 9-piece molecular cluster, FH16O8 overall at a distorted geometry. Source: the OMol25 dataset; level of theory: ωB97M-V/def2-TZVPD.

XYZ file:
```
25
Properties=species:S:1:pos:R:3
H 42.562 -5.138 -36.993
H 40.762 -3.196 -37.044
O 40.835 -5.613 -41.334
H 43.238 -2.269 -40.778
O 42.456 -2.527 -41.265
O 43.142 -2.007 -37.779
O 43.495 -5.237 -40.109
H 39.793 -6.911 -38.133
O 39.984 -2.417 -39.969
H 40.661 -5.151 -40.514
H 44.019 -5.045 -36.596
H 42.592 -2.785 -37.870
H 40.532 -2.747 -39.257
H 43.791 -4.413 -40.497
H 42.914 -4.971 -39.396
F 41.571 -4.237 -38.391
H 41.781 -2.636 -40.595
H 43.694 -2.191 -37.019
H 39.215 -2.051 -39.531
O 43.257 -5.622 -36.546
H 41.789 -5.612 -41.412
H 40.033 -5.429 -37.936
O 39.624 -6.191 -37.525
H 41.348 -2.591 -35.786
O 40.547 -2.623 -36.309
```

Calculated values
2S+1 = 2
LUMO energy (alpha / beta) = -0.2679 / -7.7488 eV
charge = 0
electronic energy = -711.220740 Ha